DFT (the ωB97M-V functional and the def2-TZVPD basis) results for a cluster of 2 separate species, C5H11NO2S2 in total in a non-equilibrium geometry.

Electronic energy ... -1198.61614 a.u.
LUMO energy ... 0.22 eV
HOMO ... -7.46 eV
2S+1 ... 1

Each line ends with the Löwdin charge.
Positions of all 21 atoms, in Å:
C1 0.236545 2.163897 1.516676  -0.618
C2 -2.102331 -0.314533 0.137417  -0.029
C3 -0.500697 -1.918625 -1.074648  -0.082
C4 -0.648865 -0.921871 0.087231  -0.478
C5 0.462406 0.123494 0.112887  -0.756
N1 0.728022 0.819069 -1.228147  0.135
O1 1.068258 2.761792 0.998407  0.088
O2 -0.658878 1.860921 2.186013  0.167
S1 2.581946 0.702001 2.208423  0.436
S2 1.897622 -0.619043 0.664918  0.560
H1 -2.293449 -0.169442 -1.000010  0.093
H2 -1.965505 0.583481 0.658194  0.028
H3 -2.771771 -0.962042 0.596794  0.052
H4 -1.218035 -1.540810 -1.949331  0.117
H5 -0.662593 -2.940894 -0.911729  0.061
H6 0.453651 -1.992159 -1.340934  0.002
H7 -0.511404 -1.542842 0.891973  0.078
H8 -0.154135 0.620532 -1.757150  0.155
H9 0.869514 1.743704 -0.933505  0.085
H10 1.564220 0.270187 -1.624556  0.152
H11 3.625478 1.273183 1.761078  -0.243

Forces on atoms 1 to 2 (eV/Å):
C -1.6 -0.7 0.8
C 3.0 -0.2 -3.5

DFT (the ωB97M-V functional and the def2-TZVPD basis) results for an isolated molecule of C5H11NO3 in a non-equilibrium geometry.

SMILES string ... CC(C)(CC(=O)O)NO
Electronic energy ... -477.55269 a.u.
LUMO energy ... 0.66 eV
HOMO ... -9.71 eV
2S+1 ... 1

Each line ends with the Löwdin charge.
Positions of all 20 atoms, in Å:
C1 -0.277070 0.525909 1.474985  -0.041
C2 0.297583 -0.145668 0.221892  -0.530
C3 -0.378997 -1.493805 -0.056156  -0.034
C4 0.306803 0.770753 -0.998857  -0.051
C5 -1.077458 1.200705 -1.587292  -0.478
O1 -1.204946 1.800871 -2.642218  0.075
O2 -2.172694 0.909377 -0.870972  0.090
N1 1.836807 -0.336866 0.395442  -0.034
O3 2.063924 -1.451563 1.294530  -0.110
H1 0.107832 1.543835 1.600117  0.086
H2 -1.370005 0.574003 1.457197  0.077
H3 -0.024280 -0.040169 2.378482  0.087
H4 -0.129447 -2.229931 0.717135  0.080
H5 -1.468623 -1.405996 -0.071401  0.081
H6 -0.068475 -1.916376 -1.017229  0.090
H7 0.822851 1.711850 -0.774293  0.132
H8 0.814374 0.274565 -1.835554  0.131
H9 -2.912464 1.280825 -1.396869  0.142
H10 2.186064 0.446625 0.956464  0.108
H11 2.648220 -2.018943 0.754597  0.099

Forces on atoms 1 to 2 (eV/Å):
C -0.2 -0.2 0.2
C 1.4 0.0 0.4